[1]
DFT (ωB97M-V/def2-TZVPD) results for a cluster of 8 separate species, C14H32ClN7O16 in total in a non-equilibrium geometry.

Element x y z (Å)
C1 2.9710 1.2371 3.7238
C2 2.7534 0.0271 2.6402
Cl1 1.4215 -1.0939 3.3776
C3 2.1768 0.4928 1.1785
C4 2.7661 1.9149 0.6159
C5 1.9156 2.1352 -0.7801
C6 2.7557 1.3558 -1.9669
C7 4.2241 1.3134 -1.1689
O1 5.3698 0.8027 -1.6886
O2 4.1809 1.9350 0.1838
H1 2.3297 0.9793 4.6971
H2 2.6094 2.2936 3.3755
H3 4.1053 1.2117 4.0642
H4 3.7497 -0.5945 2.4966
H5 2.5276 -0.3417 0.4003
H6 0.9848 0.4262 1.1630
H7 2.3916 2.8356 1.2753
H8 0.7815 1.8412 -0.7889
H9 1.9037 3.2661 -1.0836
H10 2.3261 0.3106 -2.3005
H11 2.7614 1.9796 -2.9616
C8 2.1438 1.3686 -7.0053
N1 2.0397 1.1758 -5.5337
O3 0.9763 1.5021 -4.9937
O4 3.0288 0.7023 -4.9620
H12 1.2060 1.7901 -7.3735
H13 2.9734 2.0541 -7.1900
H14 2.3292 0.3904 -7.4535
C9 -1.8350 -3.0527 3.6157
N2 -3.2947 -2.7975 3.7485
O5 -3.7770 -2.8478 4.8860
O6 -3.9153 -2.5540 2.7070
H15 -1.4196 -3.2518 4.6059
H16 -1.7100 -3.9196 2.9637
H17 -1.3826 -2.1594 3.1802
C10 -5.8247 -0.6220 3.8262
N3 -5.6718 0.6923 4.5064
O7 -4.6919 0.8360 5.2467
O8 -6.5399 1.5428 4.2780
H18 -4.9947 -1.2692 4.1174
H19 -6.7773 -1.0496 4.1458
H20 -5.8122 -0.4395 2.7498
C11 8.0338 1.9654 -2.9810
N4 9.1391 1.8440 -3.9695
O9 9.5551 2.8882 -4.4847
O10 9.5578 0.7036 -4.2006
H21 7.7671 3.0192 -2.8769
H22 7.1875 1.3892 -3.3604
H23 8.3947 1.5634 -2.0321
C12 2.9664 -3.2171 -7.1697
N5 2.1989 -2.1230 -7.8234
O11 2.8485 -1.2245 -8.3708
O12 0.9657 -2.1969 -7.7683
H24 4.0339 -3.0237 -7.2952
H25 2.6973 -3.2217 -6.1114
H26 2.6844 -4.1534 -7.6555
C13 -7.6320 -2.1933 7.6775
N6 -8.4830 -2.3452 6.4666
O13 -8.3676 -1.4884 5.5825
O14 -9.2429 -3.3203 6.4378
H27 -7.0172 -1.2975 7.5671
H28 -8.2974 -2.1005 8.5383
H29 -7.0054 -3.0842 7.7538
C14 -5.6737 1.3016 -0.4523
N7 -4.4794 1.3262 0.4347
O15 -4.2946 0.3440 1.1627
O16 -3.7612 2.3311 0.3751
H30 -6.2107 0.3637 -0.2958
H31 -6.3009 2.1543 -0.1843
H32 -5.3205 1.3765 -1.4827

Forces on the atoms, in the same order (eV/Å):
C -0.1 -0.8 1.1
C 0.2 0.9 -0.4
Cl 1.2 0.5 -0.7
C 0.9 -1.1 -0.3
C -3.6 0.3 -1.5
C -0.1 0.5 -1.5
C 0.0 0.8 1.5
C 4.8 -2.1 -2.6
O -7.4 3.6 3.9
O -1.7 -2.1 -2.6
H 1.5 0.6 -2.2
H 0.9 -2.1 0.5
H -2.4 0.4 -0.9
H -2.3 1.2 0.5
H -0.7 1.7 1.6
H 2.7 0.7 0.2
H 1.8 -2.1 -1.1
H 2.3 0.3 0.5
H 0.3 -2.0 0.8
H 1.2 2.0 1.1
H 0.5 -1.2 2.2
C -0.2 0.2 -0.2
N -0.2 0.0 0.6
O 1.6 -0.6 -0.3
O -1.4 0.5 -0.6
H 0.2 -0.1 0.2
H 0.0 -0.2 0.1
H 0.1 0.4 0.1
C 0.3 0.0 0.2
N -0.7 0.0 0.0
O 0.4 0.0 -1.6
O 0.8 -0.6 1.6
H -0.2 0.1 -0.2
H -0.1 0.3 0.0
H -0.1 -0.2 -0.1
C 0.2 -0.2 0.0
N 0.0 0.7 0.3
O -1.4 0.1 -0.9
O 1.3 -0.9 0.5
H -0.6 0.6 0.0
H 0.2 0.2 -0.1
H -0.1 0.0 0.3
C -0.2 0.2 0.1
N 0.8 0.0 -0.6
O -0.4 -1.6 0.5
O -0.5 1.7 0.2
H 0.2 -0.3 -0.1
H 0.2 0.0 0.2
H -0.2 -0.1 -0.2
C 0.4 -0.1 0.1
N -0.7 0.4 -0.4
O -1.0 -1.2 0.5
O 1.9 0.4 -0.2
H -0.3 0.1 0.0
H -0.1 0.0 -0.2
H -0.1 0.2 0.2
C 0.3 0.2 0.1
N -0.7 -0.2 -0.8
O -0.4 -1.3 1.1
O 1.1 1.6 -0.1
H -0.2 -0.2 -0.1
H 0.1 -0.2 -0.2
H -0.2 0.1 0.0
C -0.3 -0.2 -0.1
N 0.9 0.1 0.6
O 0.0 1.4 -0.9
O -1.0 -1.6 0.2
H 0.2 0.2 0.0
H 0.2 -0.1 -0.1
H 0.0 0.1 0.2

Results
- HOMO level (eV) = -10.50
- SMILES = C[C@@H](Cl)C[C@@H]1CCC(=O)O1.C[N+](=O)[O-].C[N+](=O)[O-].C[N+](=O)[O-].C[N+](=O)[O-].C[N+](=O)[O-].C[N+](=O)[O-].C[N+](=O)[O-]
- orbital gap (eV) = 9.9
- electronic energy (eV) = -70726.1041
- M (g mol⁻¹) = 589.896

Which charges does Mulliken predict for the atoms? In e, they are:
1. C -0.9635
2. C 0.2256
3. Cl -0.2476
4. C -0.8541
5. C 0.2938
6. C -0.7640
7. C -0.0692
8. C 0.3809
9. O -0.5907
10. O -0.4088
11. H 0.3587
12. H 0.2409
13. H 0.2155
14. H 0.3854
15. H 0.2224
16. H 0.3337
17. H 0.3169
18. H 0.2985
19. H 0.3261
20. H 0.2431
21. H 0.0777
22. C -0.5283
23. N 0.8379
24. O -0.5168
25. O -0.4819
26. H 0.3014
27. H 0.2925
28. H 0.1106
29. C -0.7671
30. N 0.8273
31. O -0.5339
32. O -0.4690
33. H 0.3067
34. H 0.3034
35. H 0.2522
36. C 0.2374
37. N 0.9657
38. O -0.5555
39. O -0.5746
40. H -0.2163
41. H 0.1724
42. H 0.0851
43. C -0.6561
44. N 0.8255
45. O -0.5141
46. O -0.5115
47. H 0.3084
48. H 0.2711
49. H 0.2762
50. C -0.6983
51. N 0.8461
52. O -0.5673
53. O -0.4805
54. H 0.3105
55. H 0.2802
56. H 0.2858
57. C -0.6895
58. N 0.8367
59. O -0.5307
60. O -0.5106
61. H 0.2922
62. H 0.2887
63. H 0.2819
64. C -0.7455
65. N 0.7955
66. O -0.4606
67. O -0.5074
68. H 0.3015
69. H 0.2994
70. H 0.3022

[2]
DFT (ωB97M-V/def2-TZVPD) results for a structure of composition C14H32CoN4O6 in a non-equilibrium geometry.

Element x y z (Å)
Co1 -0.6683 -0.5805 1.2912
O1 -2.2651 -0.2010 2.6604
C1 -2.1403 -1.1310 3.7096
C2 -0.7236 -1.9364 3.7417
O2 0.2860 -1.6953 2.7864
H1 -2.9821 -1.8226 3.7429
H2 -2.4536 -0.5676 4.5885
H3 -1.0355 -2.9647 3.5590
H4 -0.2355 -2.0258 4.7122
C3 0.9968 -1.4343 -1.4952
O3 0.6365 -1.0972 -0.3217
N1 2.1385 -0.9623 -2.0657
C4 3.2176 -0.4342 -1.2476
C5 2.2948 -1.0381 -3.5079
H5 0.2937 -1.9648 -2.1558
H6 3.9636 -1.2287 -1.2661
H7 2.9809 -0.3679 -0.1857
H8 3.4683 0.5998 -1.4842
H9 2.5167 -0.0307 -3.8599
H10 3.1948 -1.6010 -3.7553
H11 1.4204 -1.3635 -4.0714
C6 2.0094 1.0871 1.9444
O4 0.7616 1.0328 1.6430
N2 2.9410 1.9133 1.3945
C7 4.3778 1.7074 1.7042
C8 2.5561 3.0453 0.5684
H12 2.4953 0.4673 2.7138
H13 4.9508 1.5882 0.7846
H14 4.5784 0.8390 2.3317
H15 4.7832 2.5574 2.2530
H16 2.8578 2.9707 -0.4764
H17 1.4884 3.2196 0.4357
H18 3.0597 3.9409 0.9321
C9 -2.5762 -2.9524 -0.1802
O5 -1.8849 -1.9194 0.0764
N3 -2.9197 -3.3602 -1.4079
C10 -3.6439 -4.5924 -1.6038
C11 -2.5759 -2.6073 -2.6082
H19 -2.9806 -3.5754 0.6325
H20 -3.0921 -5.2974 -2.2256
H21 -4.5939 -4.4922 -2.1287
H22 -3.8588 -5.0940 -0.6603
H23 -2.2581 -1.5962 -2.3535
H24 -1.7824 -3.1028 -3.1677
H25 -3.4380 -2.3870 -3.2378
C12 -1.1044 1.9957 -0.7956
O6 -1.3117 0.8866 -0.2159
N4 -1.3249 3.2028 -0.2557
C13 -0.8755 4.3336 -1.0306
C14 -1.9905 3.4788 1.0403
H26 -0.7409 2.0399 -1.8340
H27 -0.1054 4.0440 -1.7456
H28 -0.3818 5.1069 -0.4421
H29 -1.6602 4.8186 -1.6112
H30 -2.9743 3.8869 0.8085
H31 -2.2750 2.5847 1.5950
H32 -1.4151 4.0767 1.7471

Forces on the atoms, in the same order (eV/Å):
Co -0.6 -0.5 2.4
O 1.4 -0.7 -1.2
C 0.6 1.3 -0.5
C -0.5 -0.9 -0.5
O -1.4 1.7 -0.9
H -0.1 -1.1 -0.7
H 1.0 0.2 1.1
H -0.4 -0.6 0.1
H -0.2 0.7 0.6
C -1.2 2.6 3.3
O 2.0 -1.6 -3.5
N -1.8 -0.7 0.3
C -0.3 -0.6 0.6
C 1.1 0.7 0.1
H 0.3 -0.1 0.1
H 0.9 0.8 -0.4
H -0.8 -0.3 -0.2
H 0.6 -0.3 -0.6
H -0.1 0.2 -0.1
H -0.2 -0.4 -0.2
H 0.0 -0.3 0.5
C -3.1 -0.3 -0.8
O 4.6 1.1 0.7
N -0.5 -0.4 0.2
C -0.5 0.6 -0.1
C 0.4 0.3 -0.7
H -0.7 -0.4 -0.2
H -0.1 0.0 -0.1
H -0.5 -0.1 -0.1
H -0.1 0.2 -0.1
H 0.6 -0.5 -0.1
H -0.1 -0.4 1.0
H -0.2 0.1 0.2
C 1.8 3.0 1.4
O -2.1 -3.1 -1.4
N -0.3 0.2 -0.7
C -0.2 -0.7 -0.1
C 0.1 0.7 0.4
H 0.2 0.0 -0.1
H 0.4 0.0 0.1
H -0.1 0.6 0.1
H 0.2 0.2 0.1
H 0.4 -0.2 0.5
H -0.1 -0.1 -0.2
H -0.2 -0.7 -0.1
C -0.8 -3.1 2.4
O 0.2 3.1 -2.0
N 0.4 0.3 0.5
C 0.3 0.7 -0.5
C -0.7 -1.0 -0.3
H 0.1 -0.1 0.2
H -0.1 -0.3 -0.1
H -0.2 -0.1 0.4
H -0.3 0.0 0.1
H 0.2 0.7 0.1
H 0.6 -0.6 -0.4
H 0.2 0.3 -0.5

Results
- HOMO level (spin up / spin down) (eV) = -5.31 / -5.18
- orbital gap (spin up / spin down) (eV) = 5.5 / 5.3
- electronic energy (eV) = -70905.9666
- M (g mol⁻¹) = 411.365
- 2S+1 = 4

Which charges does Mulliken predict for the atoms? In e, they are:
1. Co 1.9794
2. O -0.8599
3. C -0.4832
4. C -0.4704
5. O -0.8047
6. H 0.2524
7. H 0.2838
8. H 0.2032
9. H 0.3439
10. C 0.1334
11. O -0.5513
12. N 0.2534
13. C -0.8443
14. C -0.9099
15. H 0.0627
16. H 0.3551
17. H 0.0842
18. H 0.3091
19. H 0.3263
20. H 0.3310
21. H 0.2911
22. C -0.0814
23. O -0.6719
24. N 0.3129
25. C -0.9588
26. C -0.8862
27. H 0.3480
28. H 0.3210
29. H 0.3215
30. H 0.3712
31. H 0.2731
32. H 0.1284
33. H 0.3854
34. C 0.2058
35. O -0.8165
36. N 0.2366
37. C -0.8805
38. C -0.9510
39. H 0.3195
40. H 0.3296
41. H 0.3211
42. H 0.2695
43. H 0.1445
44. H 0.3157
45. H 0.3768
46. C -0.0754
47. O -0.5916
48. N 0.3286
49. C -1.1090
50. C -0.9080
51. H 0.3850
52. H 0.3769
53. H 0.3483
54. H 0.3335
55. H 0.3786
56. H 0.2145
57. H 0.2988

[3]
DFT (ωB97M-V/def2-TZVPD) results for a structure of composition C14H32GaNO3P2 in a non-equilibrium geometry.

Element x y z (Å)
C1 0.8853 -1.1676 -3.6634
C2 0.9340 -0.9555 -2.2770
N1 -0.2061 -1.0862 -1.5220
C3 -1.4024 -1.1912 -2.1335
C4 -1.4909 -1.3727 -3.5073
C5 -0.3355 -1.3917 -4.2786
C6 2.1517 -0.4437 -1.6839
P1 2.2351 -0.5105 0.0972
Ga1 -0.0924 -0.8799 0.6229
P2 -2.3978 -0.3868 0.3169
C7 -2.6855 -1.1349 -1.3192
O1 1.8698 2.0510 -2.5775
O2 -0.6628 2.4679 -2.0163
H1 1.8132 -1.0848 -4.2162
H2 -2.4845 -1.4870 -3.9334
H3 -0.3937 -1.5374 -5.3496
C8 3.2789 -1.8791 0.7141
C9 2.9735 1.0717 0.6026
H4 -3.4598 -0.5418 -1.8340
H5 -3.0877 -2.1498 -1.1671
H6 2.1382 1.0921 -2.2679
H7 3.0771 -0.6462 -2.2340
C10 -3.6987 -0.9604 1.4280
C11 -2.6028 1.3770 0.0058
H8 0.3504 3.9358 -0.6485
H9 -0.9640 3.2649 -2.4823
H10 0.3147 2.3156 -2.2695
H11 2.2020 2.1338 -3.4877
H12 -0.0573 -2.2655 1.3320
H13 0.5093 3.8876 0.1088
H14 4.3016 -1.7651 0.3254
H15 3.3085 -1.8861 1.8150
H16 2.8685 -2.8403 0.3719
H17 4.0696 1.0117 0.5135
H18 2.6008 1.8588 -0.0697
H19 2.6824 1.3009 1.6362
H20 -3.6273 1.5399 -0.3595
H21 -2.4465 1.9071 0.9536
H22 -1.8697 1.7476 -0.7404
H23 -4.6794 -0.6404 1.0496
H24 -3.6696 -2.0575 1.4954
H25 -3.5378 -0.5382 2.4287
C12 -1.1478 -0.0218 3.8991
C13 0.1650 0.4344 3.2820
C14 1.3509 -0.3887 3.7432
O3 0.0638 0.5314 1.8625
H26 -1.3982 -1.0422 3.5711
H27 -1.9646 0.6563 3.6256
H28 -1.0709 -0.0173 4.9937
H29 0.3291 1.4700 3.6153
H30 1.2759 -1.4273 3.4016
H31 2.2908 0.0389 3.3897
H32 1.3935 -0.3965 4.8368

Forces on the atoms, in the same order (eV/Å):
C -0.9 -0.2 -0.6
C 0.7 0.5 0.8
N -0.3 0.6 -0.2
C 0.3 -0.3 -0.8
C -0.8 0.1 0.6
C 0.9 0.2 0.3
C 0.1 -1.7 0.6
P -0.7 0.3 -1.1
Ga 0.8 -0.1 0.8
P 0.7 0.3 -0.5
C -0.4 -0.2 0.2
O 0.8 -0.2 -0.6
O 0.6 0.1 -0.8
H -0.1 -0.1 -0.1
H 0.2 0.0 -0.1
H 0.0 0.0 0.0
C 0.4 0.1 -0.1
C 0.4 -0.1 0.3
H 0.3 -0.3 -0.1
H 0.1 0.2 -0.1
H -0.6 0.8 0.0
H -0.3 0.0 -0.1
C -0.4 0.0 0.0
C -0.5 0.2 0.2
H 0.3 -0.1 1.2
H 0.3 -0.5 0.2
H -1.2 0.3 0.1
H -0.2 0.1 0.5
H -0.1 -0.6 0.0
H -0.1 0.2 -0.9
H -0.2 -0.1 0.2
H 0.0 0.1 -0.4
H 0.1 0.4 0.1
H -0.3 0.2 0.1
H 0.0 -0.3 0.3
H 0.2 0.0 -0.3
H 0.2 0.2 0.1
H 0.0 0.0 -0.2
H -0.3 -0.4 0.4
H 0.2 -0.1 0.2
H 0.0 0.3 0.0
H 0.0 -0.1 -0.3
C 0.0 -0.3 0.3
C -0.3 0.7 -1.1
C 0.0 -0.3 0.2
O -0.1 0.2 0.8
H 0.1 0.2 0.1
H 0.2 -0.1 -0.1
H -0.1 -0.1 -0.1
H 0.1 0.0 0.1
H 0.0 0.1 0.0
H -0.1 0.0 -0.1
H 0.0 -0.1 0.0

Results
- HOMO level (eV) = -7.08
- orbital gap (eV) = 7.7
- electronic energy (eV) = -93623.0596
- M (g mol⁻¹) = 394.085

Which charges does Mulliken predict for the atoms? In e, they are:
1. C -1.1069
2. C 0.7216
3. N -0.1349
4. C 0.8081
5. C -0.8634
6. C -0.4580
7. C -1.2223
8. P 0.6805
9. Ga 1.1203
10. P 0.5943
11. C -1.2476
12. O -0.7425
13. O -0.6795
14. H 0.4516
15. H 0.4491
16. H 0.4112
17. C -1.3407
18. C -1.1172
19. H 0.4795
20. H 0.4518
21. H 0.2050
22. H 0.5594
23. C -1.2131
24. C -0.8062
25. H -0.0653
26. H 0.2265
27. H 0.4002
28. H 0.2519
29. H -0.3405
30. H 0.0598
31. H 0.4059
32. H 0.3459
33. H 0.3278
34. H 0.4283
35. H 0.2635
36. H 0.2527
37. H 0.4750
38. H 0.2818
39. H 0.0090
40. H 0.4220
41. H 0.3498
42. H 0.3115
43. C -1.3657
44. C 0.5258
45. C -1.2234
46. O -0.5004
47. H 0.2198
48. H 0.2302
49. H 0.5209
50. H 0.2537
51. H 0.1500
52. H 0.2628
53. H 0.5207

[4]
DFT (ωB97M-V/def2-TZVPD) results for a structure of composition C14H32HgN4O6 in a non-equilibrium geometry.

Element x y z (Å)
Hg1 0.5883 0.9994 0.1743
O1 2.8722 1.1648 -0.0997
C1 2.9828 2.4820 -0.6046
C2 2.0027 3.6215 -0.0614
O2 0.6863 3.2348 0.3758
H1 2.9257 2.3908 -1.6893
H2 4.0039 2.8312 -0.4513
H3 2.0585 4.1799 -0.9958
H4 2.4052 4.2091 0.7637
C3 1.1549 -0.6864 3.1639
O3 0.8265 0.1925 2.3346
N1 0.3114 -1.5346 3.7700
C4 0.7388 -2.4339 4.7487
C5 -1.0281 -1.7170 3.2045
H5 2.2048 -0.8518 3.4512
H6 -0.0477 -2.5695 5.4911
H7 1.6307 -2.1490 5.3067
H8 0.9490 -3.4617 4.4529
H9 -1.6009 -2.2247 3.9805
H10 -1.5975 -0.8010 3.0468
H11 -0.9794 -2.3360 2.3086
C6 -0.7713 2.0060 -2.5704
O4 -0.2014 1.0455 -2.0059
N2 -0.2344 2.8587 -3.4444
C7 -0.7607 4.0503 -3.8710
C8 1.2245 2.7643 -3.8013
H12 -1.8373 2.0565 -2.2997
H13 -0.4167 4.3911 -4.8476
H14 -0.5461 4.8310 -3.1412
H15 -1.8447 4.1050 -3.9710
H16 1.8162 2.0193 -3.2692
H17 1.2134 2.5797 -4.8755
H18 1.7647 3.7065 -3.7086
C9 -2.9976 0.8825 0.8490
O5 -1.7907 0.9902 0.5646
N3 -3.7759 -0.0681 0.2728
C10 -5.1765 -0.2610 0.7713
C11 -3.3347 -1.0630 -0.7493
H19 -3.4929 1.3402 1.7192
H20 -5.4003 -1.3055 0.9883
H21 -5.6890 0.1125 -0.1153
H22 -5.4470 0.1773 1.7319
H23 -3.9569 -0.9483 -1.6369
H24 -2.3080 -0.8723 -1.0614
H25 -3.2717 -2.0936 -0.3999
C12 1.1909 -2.1210 -0.8927
O6 0.6218 -1.2454 -0.2100
N4 1.8854 -3.1554 -0.3547
C13 2.8179 -3.8943 -1.2460
C14 1.8978 -3.2869 1.0473
H26 1.1370 -1.9549 -1.9798
H27 2.4110 -3.8896 -2.2572
H28 2.9154 -4.9143 -0.8743
H29 3.7441 -3.3225 -1.1881
H30 1.9503 -4.3565 1.2506
H31 2.6715 -2.6499 1.4760
H32 0.9038 -3.0544 1.4293

Forces on the atoms, in the same order (eV/Å):
Hg 1.9 2.1 0.2
O -0.8 0.7 0.1
C 0.1 -1.5 1.2
C -0.8 -1.6 0.1
O 1.2 -0.3 -1.3
H -0.5 0.4 -0.5
H 0.4 0.4 0.3
H -0.8 1.2 -0.1
H 0.6 0.0 -0.1
C -0.1 1.9 -1.8
O 0.5 -2.4 2.8
N -0.8 1.1 -1.7
C 0.4 -1.7 2.0
C -0.2 -0.2 1.0
H 0.0 0.3 0.1
H -0.1 0.3 0.2
H 0.0 0.6 -0.3
H 0.0 -0.2 -0.8
H 0.0 -0.4 -0.2
H 0.6 0.2 -0.4
H -0.2 0.2 -0.1
C 0.0 -1.7 1.3
O -0.3 1.0 -2.2
N 3.0 -2.5 0.7
C -2.2 3.2 -0.3
C -0.5 -0.2 -0.5
H 0.0 1.0 -0.6
H 0.4 -0.4 0.0
H 0.3 0.4 -0.1
H -0.2 -0.6 0.2
H -0.7 -0.1 0.0
H 0.3 -0.4 -0.1
H -0.5 0.3 0.5
C 2.4 -2.1 -0.5
O -2.6 0.6 0.6
N -0.6 -1.0 1.2
C 1.0 -0.2 -1.2
C 0.7 1.3 0.2
H 0.1 0.6 -0.4
H 0.2 -0.3 -0.7
H -1.3 -0.2 0.7
H 0.4 0.9 -0.4
H -0.2 -0.3 0.1
H 0.0 0.6 0.1
H -0.7 0.1 0.4
C -0.4 1.8 1.0
O 0.2 -2.6 -0.4
N -1.0 0.7 -3.1
C -0.6 0.9 1.1
C -0.5 -0.8 0.7
H 0.5 -0.8 0.0
H 0.1 0.0 0.1
H 0.2 0.1 -0.1
H 0.4 -0.5 -0.4
H 0.8 0.0 0.4
H 0.0 -0.3 0.5
H 0.2 0.6 0.0

Results
- HOMO level (eV) = -5.90
- orbital gap (eV) = 6.2
- electronic energy (eV) = -37451.7168
- M (g mol⁻¹) = 553.022

Which charges does Mulliken predict for the atoms? In e, they are:
1. Hg 2.4002
2. O -0.8448
3. C -0.3750
4. C -0.3220
5. O -0.8852
6. H -0.0692
7. H 0.3974
8. H 0.1818
9. H 0.4097
10. C -0.1694
11. O -0.6942
12. N 0.2404
13. C -0.9639
14. C -0.8599
15. H 0.4597
16. H 0.3365
17. H 0.3656
18. H 0.3463
19. H 0.3836
20. H 0.2213
21. H 0.2641
22. C 0.0692
23. O -0.8724
24. N 0.2449
25. C -1.0158
26. C -1.1040
27. H 0.2961
28. H 0.3366
29. H 0.3740
30. H 0.3344
31. H 0.2242
32. H 0.4457
33. H 0.4004
34. C -0.0971
35. O -0.7805
36. N 0.2092
37. C -0.9999
38. C -0.7529
39. H 0.3494
40. H 0.2867
41. H 0.3697
42. H 0.3373
43. H 0.3559
44. H 0.0748
45. H 0.3278
46. C -0.0746
47. O -0.7318
48. N 0.1651
49. C -0.8987
50. C -0.6181
51. H 0.3585
52. H 0.3061
53. H 0.2929
54. H 0.3495
55. H 0.4304
56. H 0.3071
57. H -0.1231